This record from the Open Molecules 2025 dataset describes a molecular structure, C36H51FN2O21PbSr2 at a distorted geometry. The level of theory is wB97M-V/def2-TZVPD.

Each line ends with the Mulliken charge.
Cartesian coordinates (Å):
Sr: 2.55634 1.86340 3.32864  1.93
Sr: -2.97273 -0.69921 -3.87968  1.71
Pb: 0.38641 -1.44870 4.21544  1.38
O: -0.27781 -4.68284 1.87435  -0.28
H: -0.00511 -4.12884 2.65171  0.05
H: -0.24086 -5.62430 2.10264  0.51
H: 0.28335 -4.50327 1.11217  0.43
O: 3.57056 -2.43766 1.76131  -0.31
H: 3.36370 -1.58629 2.19203  0.17
H: 3.36196 -2.36272 0.81964  0.46
H: 3.05126 -3.17929 2.14121  0.29
O: -4.17218 -3.76842 -0.80712  -0.56
H: -3.91818 -2.82261 -0.74679  0.12
H: -3.41743 -4.12794 -1.29396  0.39
H: -4.22466 -4.11289 0.12763  0.45
C: -1.47648 -1.63546 0.50538  -0.93
C: -1.74079 -1.05833 -0.70403  -0.36
C: -1.02431 0.29521 -1.06126  1.20
O: -1.36643 0.98853 -2.11737  -0.95
C: -0.02211 0.76110 -0.26852  -0.17
C: 0.37096 0.09739 0.95509  -0.31
C: -0.22196 -1.29784 1.14307  -0.14
O: 0.37637 -2.10583 1.83163  0.12
O: 0.99230 0.59317 1.88229  0.09
O: -2.82119 -1.44229 -1.27529  -0.53
H: -2.05222 -2.41052 0.99389  0.81
H: 0.42646 1.72842 -0.40735  0.30
C: -3.23101 -3.82758 2.59224  -0.55
C: -4.18933 -3.32068 1.70880  0.39
C: -4.50169 -1.83849 1.72542  0.69
O: -5.40448 -1.33457 0.94888  -0.79
C: -3.79203 -0.93344 2.49211  -0.81
C: -2.67655 -1.35824 3.29810  0.54
C: -2.34039 -2.93307 3.38189  0.47
O: -1.32442 -3.23530 3.93989  -0.59
O: -1.85533 -0.57559 3.84870  -0.84
O: -4.61422 -4.25065 0.90032  -0.63
H: -2.94787 -4.86708 2.51015  0.50
H: -4.05458 0.11355 2.47548  0.51
C: 3.06108 -4.29995 6.81372  -1.07
C: 3.81089 -5.41437 6.47085  0.29
C: 3.73909 -6.00627 5.03028  0.18
O: 4.32577 -7.02186 4.61057  -0.63
C: 2.87359 -5.41324 4.08776  -0.41
C: 2.15267 -4.20734 4.37350  -0.02
C: 2.32488 -3.56593 5.82780  0.60
O: 2.00906 -2.38034 5.85322  -0.68
O: 1.36659 -3.73066 3.49534  -0.01
O: 4.54256 -5.95245 7.32478  -0.64
H: 3.00687 -4.04310 7.86115  0.44
H: 2.60323 -5.73665 3.08966  0.33
F: 2.87054 -0.60297 3.82237  -0.82
C: -0.37163 3.69012 4.10737  -0.88
O: 0.64528 3.70292 3.18827  -0.23
C: 0.36149 4.26534 1.86235  -0.50
C: 1.67384 4.37769 1.13719  -0.77
N: 2.32080 3.07022 0.91596  0.97
C: 3.67734 3.24012 0.41102  -0.84
C: 4.56985 2.06258 0.55349  -0.88
O: 4.50246 1.52163 1.87843  -0.18
C: 5.45752 0.49328 2.11604  -0.84
H: -0.58370 4.70267 4.46363  0.30
H: -0.09693 3.19726 5.04133  0.31
H: -1.28009 3.27548 3.66574  0.32
H: -0.04729 5.25863 2.04912  0.52
H: -0.36437 3.56369 1.44887  0.26
H: 2.30860 5.04328 1.72220  0.50
H: 1.54448 4.72666 0.11019  0.33
H: 1.75211 2.62020 0.21692  -1.33
H: 4.22510 3.93711 1.05354  0.38
H: 3.78033 3.77892 -0.53432  0.45
H: 5.56362 2.48318 0.37819  0.48
H: 4.53395 1.27610 -0.20470  0.48
H: 5.79198 0.56638 3.15308  0.34
H: 6.44530 0.74242 1.72196  0.42
H: 5.13502 -0.52196 1.90333  0.14
C: -5.79529 -0.82771 -1.98300  -0.75
O: -5.16199 -0.00544 -2.98248  -0.32
C: -5.55655 1.35841 -2.94910  -0.60
C: -4.91812 1.95820 -4.21661  -0.88
N: -3.46009 1.80245 -4.22611  -0.33
C: -2.97834 1.96070 -5.60645  -0.86
C: -1.52979 1.51667 -5.85243  0.18
O: -1.30477 0.08307 -5.79039  -0.35
C: 0.04752 -0.32281 -5.72350  -0.70
H: -6.85842 -0.89854 -2.20725  0.46
H: -5.58569 -0.43682 -0.98612  0.40
H: -5.26621 -1.77505 -2.07528  0.02
H: -5.22066 1.64070 -1.94920  0.43
H: -6.64532 1.40380 -3.00491  0.40
H: -5.25016 2.98136 -4.41488  0.49
H: -5.46130 1.52196 -5.05847  0.36
H: -3.21010 2.60006 -3.65538  0.08
H: -2.94913 3.05290 -5.64745  0.47
H: -3.69653 1.67602 -6.37485  0.39
H: -0.87476 1.97553 -5.10718  -0.23
H: -1.18247 1.95929 -6.78734  0.55
H: 0.49407 -0.09991 -4.75307  0.15
H: 0.67378 0.06159 -6.52985  0.34
H: 0.09816 -1.39977 -5.89071  0.35
C: 1.75762 4.48974 -3.77210  -0.96
C: 2.93242 4.25219 -4.50722  -0.56
C: 3.55406 3.02050 -4.63253  0.49
C: 2.99915 1.95744 -3.93546  -0.42
C: 1.77913 2.11181 -3.25483  0.34
C: 1.16552 3.30972 -3.26745  0.23
O: 0.06207 3.50922 -2.51897  -0.64
O: 4.62061 2.84820 -5.40362  -0.58
H: 1.30253 5.46224 -3.66515  0.54
H: 3.57278 5.05230 -4.85836  0.40
H: 3.54726 1.02512 -3.98738  0.35
H: 1.31354 1.26359 -2.77023  0.38
H: -0.23604 2.64075 -2.21354  0.00
H: 5.13629 2.04089 -5.36008  0.32

Results
HOMO level in Ha: -0.361
Orbital gap in eV: 3.9
Total charge: +2